Record 1
# C10H15NOP

A molecular structure, C10H15NOP (ωB97M-V with the def2-TZVPD basis set, the OMol25 dataset).

As for the HOMO energy (spin up / spin down): -11.681 / -12.769 eV. The total charge is +1. The LUMO energy (spin up / spin down) comes out at -5.20 / -4.41 eV. For the total energy, the calculation gives -23425.072 eV.

```
28
C10H15NOP (ωB97M-V with the def2-TZVPD basis set)
C -2.579 1.090 0.974
C -2.781 1.080 -0.379
C -2.015 0.555 2.004
C 0.003 -0.082 0.471
C -2.158 -0.087 -1.064
C 2.171 -0.820 0.165
C 2.415 0.694 0.362
C 0.090 1.255 -1.418
C -0.609 -0.082 -0.953
C 0.471 -2.508 0.708
N 0.929 -1.109 0.957
O 0.768 2.749 1.029
P 0.809 1.530 0.217
H -2.909 1.954 1.709
H -3.257 1.863 -1.078
H -2.444 -1.009 -0.472
H -2.288 -0.084 -2.052
H 2.036 -0.813 -0.992
H 3.054 -1.306 0.471
H 2.935 1.041 1.279
H 3.098 1.047 -0.489
H 0.810 1.173 -2.314
H -0.602 2.086 -1.649
H -0.286 -0.969 -1.514
H 1.248 -3.022 1.154
H -0.537 -2.718 1.282
H 0.427 -2.593 -0.365
H 1.203 -0.915 1.956
```

Record 2
# C7H10O3

2 unconnected molecules or ions with the total composition C7H10O3 (ωB97M-V with the def2-TZVPD basis set, the OMol25 dataset).

As for the HOMO energy: -7.880 eV. The LUMO energy comes out at 0.86 eV. For the total energy, the calculation gives -13558.165 eV.

```
20
C7H10O3 (ωB97M-V with the def2-TZVPD basis set)
C -1.299 0.044 -1.366
C 1.401 0.332 0.017
C -0.013 0.194 0.457
C -0.280 -1.168 0.466
C 1.661 1.332 -1.208
C -0.708 1.277 1.134
C -1.485 -2.016 0.584
O -1.097 -0.634 -2.292
O 1.904 -0.953 -0.213
O 0.720 -1.907 -0.047
H 1.969 0.696 0.978
H 2.158 2.200 -0.891
H 0.572 1.488 -1.466
H 2.303 0.826 -1.967
H -1.772 1.188 1.341
H -0.470 2.266 0.725
H -0.222 1.419 2.218
H -2.151 -1.719 1.419
H -1.137 -3.040 0.557
H -2.052 -1.827 -0.447
```

Record 3
# C3H4NO

2 unconnected molecules or ions with the total composition C3H4NO (ωB97M-V with the def2-TZVPD basis set, the OMol25 dataset).

As for the HOMO energy: -17.247 eV. The total charge is +1. The LUMO energy comes out at -5.59 eV. For the total energy, the calculation gives -6703.527 eV.

```
9
C3H4NO (ωB97M-V with the def2-TZVPD basis set)
C -0.113 -1.690 0.192
C 1.339 1.589 -0.777
C -0.854 0.615 0.504
N -0.484 -0.538 0.420
O 1.888 2.180 -1.541
H -0.837 -2.586 0.041
H 0.977 -1.933 0.122
H -0.670 1.262 -0.417
H -1.247 1.100 1.456
```

Record 4
# C28H74N10O5P3

4 unconnected molecules or ions with the total composition C28H74N10O5P3 (ωB97M-V with the def2-TZVPD basis set, the OMol25 dataset).

As for the HOMO energy: -9.527 eV. The total charge is +1. The LUMO energy comes out at -2.61 eV. For the total energy, the calculation gives -83228.652 eV.

```
120
C28H74N10O5P3 (ωB97M-V with the def2-TZVPD basis set)
C 3.733 0.130 2.793
C 3.690 -0.351 1.560
C 4.354 0.516 0.491
N 4.759 -0.247 -0.737
C 4.951 0.804 -1.798
C 6.440 0.760 -2.258
C 7.176 0.053 -1.080
O 7.569 0.795 0.036
C 8.098 2.098 -0.253
C 7.095 3.236 0.054
C 6.906 4.232 -1.122
O 7.541 3.992 1.187
C 6.071 -0.954 -0.686
H 4.670 0.609 3.088
H 2.890 0.114 3.478
H 3.189 -1.293 1.324
H 3.624 1.298 0.263
H 5.255 0.922 0.964
H 3.963 -0.799 -1.059
H 4.372 0.620 -2.709
H 4.706 1.840 -1.549
H 6.408 0.142 -3.166
H 6.895 1.681 -2.623
H 7.929 -0.594 -1.560
H 8.920 2.257 0.459
H 8.544 2.192 -1.248
H 6.108 2.833 0.327
H 5.895 4.648 -1.057
H 7.667 5.011 -1.011
H 7.040 3.787 -2.116
H 6.753 4.243 1.685
H 6.218 -1.589 0.192
H 6.098 -1.675 -1.517
O 1.942 2.675 -1.499
P 0.721 3.375 -0.914
N 1.466 3.878 0.558
C 0.926 3.776 1.901
C 2.594 4.795 0.445
N -0.226 1.963 -0.678
C -0.863 1.582 0.558
C 0.156 0.780 -1.436
N -0.713 4.343 -0.628
C -1.740 4.167 -1.694
C -0.472 5.802 -0.552
H -0.061 4.240 2.011
H 1.574 4.267 2.629
H 0.862 2.735 2.225
H 2.274 5.832 0.284
H 3.233 4.520 -0.398
H 3.225 4.770 1.335
H -0.171 1.064 1.233
H -1.691 0.898 0.350
H -1.313 2.425 1.081
H 1.022 0.270 -0.988
H 0.407 1.054 -2.460
H -0.659 0.058 -1.509
H -1.362 4.481 -2.671
H -2.629 4.752 -1.460
H -2.066 3.134 -1.776
H 0.093 6.170 -1.412
H 0.062 6.072 0.359
H -1.418 6.341 -0.506
O -1.042 -1.799 1.235
P -0.650 -3.042 2.000
N -1.624 -4.102 1.073
C -2.551 -5.114 1.539
C -1.276 -4.257 -0.338
N -1.441 -2.594 3.461
C -2.414 -3.400 4.174
C -1.743 -1.181 3.657
N 0.100 -4.369 2.879
C 1.056 -3.894 3.915
C 0.876 -5.309 2.038
H -2.098 -5.840 2.226
H -2.968 -5.697 0.717
H -3.410 -4.651 2.028
H -0.444 -4.963 -0.469
H -0.968 -3.303 -0.773
H -2.116 -4.605 -0.939
H -3.420 -3.287 3.752
H -2.461 -3.096 5.224
H -2.148 -4.455 4.191
H -2.638 -0.874 3.102
H -0.910 -0.554 3.343
H -1.907 -0.968 4.717
H 1.882 -3.327 3.472
H 1.471 -4.741 4.462
H 0.570 -3.261 4.652
H 1.597 -4.791 1.400
H 0.223 -5.912 1.408
H 1.417 -6.020 2.662
O -5.632 1.178 -1.489
P -5.786 -0.328 -1.425
N -4.598 -0.716 -2.620
C -4.740 -1.678 -3.696
C -3.205 -0.324 -2.381
N -7.374 -0.396 -2.078
C -7.789 -1.220 -3.197
C -8.165 0.829 -2.055
N -5.959 -2.025 -0.953
C -6.994 -2.227 0.094
C -4.724 -2.623 -0.414
H -5.024 -2.680 -3.350
H -3.807 -1.801 -4.247
H -5.470 -1.343 -4.434
H -2.688 -1.008 -1.691
H -3.141 0.680 -1.953
H -2.641 -0.294 -3.315
H -7.559 -0.744 -4.158
H -8.870 -1.388 -3.163
H -7.342 -2.212 -3.171
H -7.883 1.512 -2.864
H -8.051 1.351 -1.107
H -9.229 0.599 -2.154
H -6.749 -1.687 1.013
H -7.090 -3.289 0.328
H -7.974 -1.897 -0.239
H -4.297 -2.014 0.388
H -3.969 -2.757 -1.187
H -4.912 -3.625 -0.024
```

Record 5
# C10H20N3O2S2

2 unconnected molecules or ions with the total composition C10H20N3O2S2 (ωB97M-V with the def2-TZVPD basis set, the OMol25 dataset).

As for the HOMO energy: -11.938 eV. The total charge is +1. The LUMO energy comes out at -3.67 eV. For the total energy, the calculation gives -40917.015 eV.

```
37
C10H20N3O2S2 (ωB97M-V with the def2-TZVPD basis set)
C 3.942 -2.303 3.820
C 2.691 -1.561 3.040
S 1.547 -0.644 4.223
C 0.443 0.384 3.060
N -0.778 -0.463 2.747
C -1.734 -1.133 3.752
N -2.826 -1.917 3.052
N -3.815 -2.646 3.711
C -2.606 -1.749 1.564
C -1.264 -0.830 1.362
S -0.623 -0.438 -0.355
H 4.741 -1.553 4.235
H 4.477 -2.978 2.994
H 3.598 -3.035 4.680
H 2.126 -2.321 2.350
H 3.168 -0.748 2.335
H 0.142 1.416 3.577
H 0.995 0.621 2.032
H -1.562 -1.033 4.910
H -4.177 -3.407 3.092
H -3.379 -3.088 4.566
H -3.263 -2.227 0.721
H 0.633 0.189 -0.330
O 0.774 0.087 -3.124
C 0.222 0.935 -3.824
O 0.884 1.508 -4.852
C 0.280 2.367 -5.836
C 0.220 3.799 -5.339
C -1.161 1.414 -3.492
H -0.698 1.985 -6.144
H 0.921 2.323 -6.722
H -0.399 3.889 -4.442
H -0.192 4.457 -6.110
H 1.220 4.152 -5.071
H -1.099 2.180 -2.715
H -1.741 0.565 -3.118
H -1.709 1.803 -4.348
```

Record 6
# C15H21Br2F3N2O2

A single C15H21Br2F3N2O2 molecule (ωB97M-V with the def2-TZVPD basis set, the OMol25 dataset).

As for the SMILES: CCCCO[C@@](C#N)(CC[C@@](F)(Br)C(F)(F)Br)[C@H](C#N)C[C@H](C)O. As for the HOMO energy: -10.524 eV. The LUMO energy comes out at 0.38 eV. For the total energy, the calculation gives -171206.663 eV.

```
45
C15H21Br2F3N2O2 (ωB97M-V with the def2-TZVPD basis set)
C 1.075 -4.374 0.518
C 0.449 -3.779 -0.770
C 1.314 -2.656 -1.409
C 1.423 -1.421 -0.467
O 0.144 -0.841 -0.213
C -0.215 0.268 -0.980
C 0.397 0.279 -2.393
N 0.830 0.275 -3.419
C -1.764 0.137 -1.256
C -2.693 0.950 -0.330
C -3.002 0.303 1.045
F -2.095 -0.616 1.453
Br -3.072 1.697 2.442
C -4.395 -0.431 1.023
F -5.392 0.419 0.844
F -4.412 -1.375 0.082
Br -4.623 -1.347 2.761
C 0.181 1.622 -0.335
C -0.181 2.803 -1.209
N -0.385 3.651 -1.901
C 1.676 1.783 0.023
C 1.971 3.050 0.862
C 3.346 2.784 1.574
O 1.004 3.236 1.893
H 0.546 -5.262 0.898
H 1.031 -3.621 1.330
H 2.150 -4.596 0.375
H 0.333 -4.615 -1.483
H -0.548 -3.382 -0.510
H 2.334 -3.040 -1.596
H 0.858 -2.350 -2.364
H 1.757 -1.849 0.499
H 2.227 -0.729 -0.762
H -1.964 0.469 -2.290
H -2.054 -0.926 -1.233
H -3.670 1.018 -0.848
H -2.404 1.994 -0.149
H -0.382 1.789 0.602
H 1.953 0.932 0.675
H 2.338 1.757 -0.857
H 2.031 3.960 0.239
H 3.944 2.063 0.990
H 3.903 3.721 1.733
H 3.146 2.319 2.554
H 0.921 4.171 2.114
```

| no. | maximum force (eV/Å) |
| --- | --- |
| 1 | 5.09 |
| 2 | 4.25 |
| 3 | 3.95 |
| 4 | 7.98 |
| 5 | 7.85 |
| 6 | 6.06 |